# 1
Here is a cluster of 22 separate species, C33H109NO22 in total from OMol25. Energies are from ωB97M-V with the def2-TZVPD basis set.

Calculated values
- Net charge: 0
- Frontier orbital gap: 8.8 eV
- Spin multiplicity: 1
- M: 872.22 g mol⁻¹
- Calculated total energy: -3032.59862 Ha

Element x y z (Å)
1 C 1.68937 -6.56878 -6.40240
2 C 1.29889 -5.88899 -4.99397
3 C 1.90296 -6.81726 -3.84663
4 C 3.37601 -6.55148 -3.59241
5 C 3.58226 -5.04720 -3.31315
6 C 3.18623 -4.03724 -4.45366
7 N 1.85431 -4.50526 -4.88904
8 O 1.23547 -3.65214 -5.73566
9 C 3.03156 -2.66933 -3.81241
10 C 4.34082 -4.09959 -5.55386
11 C -0.24391 -5.90722 -4.79613
12 H 1.51909 -7.64088 -6.30395
13 H 2.71565 -6.33988 -6.68955
14 H 1.22659 -6.17846 -7.30882
15 H 1.34871 -6.57293 -2.94043
16 H 1.67921 -7.85943 -4.07445
17 H 3.94384 -6.89852 -4.45568
18 H 3.76156 -7.17166 -2.78320
19 H 4.66131 -4.91317 -3.23710
20 H 3.11049 -4.84181 -2.35224
21 H 2.59783 -1.95037 -4.50745
22 H 2.34992 -2.58679 -2.96585
23 H 3.94145 -2.23427 -3.39898
24 H 4.44935 -5.10879 -5.95114
25 H 4.06223 -3.47505 -6.40264
26 H 5.34987 -3.74622 -5.34162
27 H -0.56966 -6.83462 -4.32505
28 H -0.86731 -5.81457 -5.68545
29 H -0.55064 -5.07401 -4.16384
30 H 1.77397 -3.69515 -6.52924
31 O -0.75582 -0.45073 3.04241
32 H -0.59060 -1.38433 2.91073
33 H -1.23623 -0.17937 2.26023
34 O 0.51913 -3.78167 -2.35729
35 H 0.90034 -3.62483 -3.22119
36 H 1.15041 -4.34998 -1.91600
37 O -1.19192 4.29847 2.82068
38 H -2.10359 4.05790 2.65576
39 H -1.16931 4.53142 3.74882
40 O 1.51654 3.19588 -0.06590
41 H 0.59231 2.94830 -0.03867
42 H 1.53283 4.09807 0.25350
43 O 2.18201 -3.26001 4.19483
44 H 2.24632 -2.38661 3.80849
45 H 2.01511 -3.09987 5.12367
46 O 2.23283 -0.91168 3.37730
47 H 3.14162 -0.62828 3.27729
48 H 1.72986 -0.29847 2.84135
49 O 0.66804 -0.88649 -1.13382
50 H 1.35065 -1.31398 -0.61659
51 H 0.28111 -1.59285 -1.65110
52 O 1.19590 4.94471 2.14829
53 H 0.26650 4.83867 2.35125
54 H 1.31616 5.89033 2.06121
55 O -0.19816 -3.31308 2.71379
56 H -1.06047 -3.48102 3.09385
57 H 0.41807 -3.51777 3.41706
58 O 3.77788 3.42492 1.68922
59 H 3.21126 3.93387 2.26901
60 H 3.22185 3.20657 0.94130
61 O 3.01754 0.70431 0.40245
62 H 3.80254 1.22482 0.57294
63 H 2.35791 1.34492 0.13646
64 O -1.93497 -4.90455 -1.26159
65 H -1.46449 -5.70126 -1.50680
66 H -1.31522 -4.19638 -1.43662
67 O -0.24212 1.10108 0.50823
68 H -0.20983 0.24295 0.08538
69 H -0.04018 0.92368 1.42691
70 C -3.37961 -1.15655 -0.49218
71 C -4.79643 -0.82462 -0.06897
72 C -5.64926 -0.67154 -1.26304
73 O -5.30467 -1.70644 0.85461
74 H -2.73196 -1.46431 0.32875
75 H -2.99326 -0.27286 -1.00005
76 H -3.36629 -2.10686 -1.02588
77 H -4.80169 0.16369 0.39071
78 H -5.61229 -1.52503 -1.94001
79 H -5.30982 0.10694 -1.94630
80 H -6.68247 -0.37142 -1.08841
81 H -4.86115 -2.52592 0.62364
82 C 4.93337 -1.04554 -1.23084
83 C 4.86392 -2.03089 -0.08013
84 C 6.02935 -1.82184 0.91873
85 O 3.65606 -1.86057 0.59572
86 H 5.60306 -1.31755 -2.04669
87 H 5.29859 -0.07510 -0.89474
88 H 3.96810 -0.78835 -1.66697
89 H 4.78952 -3.05269 -0.45226
90 H 7.00450 -1.99560 0.46375
91 H 5.86811 -2.50110 1.75581
92 H 6.01613 -0.78560 1.25655
93 H 3.37049 -0.95870 0.43241
94 C 0.73326 2.57548 -4.67100
95 C 1.20442 1.46221 -3.72615
96 C 2.70014 1.51515 -3.43325
97 O 0.47487 1.45440 -2.48830
98 H -0.34340 2.74054 -4.71180
99 H 1.05870 2.50380 -5.70881
100 H 1.16710 3.48552 -4.25662
101 H 1.00474 0.49280 -4.18273
102 H 2.94239 0.83916 -2.61322
103 H 3.00094 2.47063 -3.00349
104 H 3.30012 1.14102 -4.26280
105 H 0.52300 0.60473 -2.04407
106 C -2.17128 6.77863 -4.57549
107 C -1.95097 5.25163 -4.51637
108 C -1.45562 4.77252 -3.12318
109 O -3.23275 4.70284 -4.81160
110 H -2.54141 7.08325 -5.55442
111 H -1.22534 7.21988 -4.26150
112 H -3.00982 7.05856 -3.93786
113 H -1.22331 4.87763 -5.23660
114 H -1.42976 3.73218 -2.79895
115 H -1.88352 5.30525 -2.27395
116 H -0.39040 4.97807 -3.01751
117 H -3.48594 5.00752 -5.68605
118 C -4.27664 4.05892 -0.01211
119 C -5.11596 4.58997 -1.20881
120 C -6.29815 5.49095 -0.70147
121 O -4.31893 5.48316 -2.05671
122 H -3.56081 4.80131 0.34080
123 H -3.89268 3.07955 -0.29763
124 H -4.82422 3.84680 0.90618
125 H -5.54718 3.74525 -1.74603
126 H -7.11502 4.89904 -0.28861
127 H -6.78424 6.00417 -1.53118
128 H -5.97956 6.24269 0.02068
129 H -3.85629 5.00096 -2.74594
130 C -3.34920 -1.59500 6.95773
131 C -1.85237 -1.35005 6.98320
132 C -1.10198 -1.97590 8.16699
133 O -1.29847 -1.84982 5.80545
134 H -3.58445 -2.65686 7.02994
135 H -3.90562 -1.05475 6.19182
136 H -3.55688 -1.08627 7.89909
137 H -1.57060 -0.29712 6.97572
138 H -0.02848 -1.79234 8.12229
139 H -1.24932 -3.05576 8.18388
140 H -1.39313 -1.50600 9.10642
141 H -0.81690 -1.11674 5.41523
142 C 2.23866 1.18057 5.41357
143 C 3.04841 2.26133 4.73369
144 C 3.91580 3.04140 5.71701
145 O 3.78227 1.50864 3.83210
146 H 1.31191 0.82451 4.96362
147 H 1.87287 1.46635 6.39979
148 H 2.86169 0.36304 5.77630
149 H 2.39613 2.93886 4.18271
150 H 4.24955 3.91634 5.15917
151 H 4.73252 2.45412 6.13673
152 H 3.58867 3.40011 6.69293
153 H 3.83528 2.02485 3.02444
154 C -5.63773 3.23575 5.14653
155 C -4.22341 2.75309 4.70790
156 C -4.14579 1.54333 3.77978
157 O -3.76164 3.96445 4.08853
158 H -5.56139 3.98494 5.93456
159 H -6.04173 2.32096 5.58016
160 H -6.28601 3.54924 4.32827
161 H -3.63626 2.66313 5.62183
162 H -4.81502 1.62108 2.92294
163 H -4.30636 0.61510 4.32815
164 H -3.08595 1.46979 3.53600
165 H -3.62276 4.56128 4.82753

Cartesian forces (eV/Å) of the 2 atoms listed first:
C 0.1 0.9 0.8
C 1.0 -1.2 -1.0



# 2
Here is a cluster of 2 separate species, C3H11N4O in total from OMol25. Energies are from ωB97M-V with the def2-TZVPD basis set.

Calculated values
- Net charge: +1
- Frontier orbital gap: 10.2 eV
- Spin multiplicity: 1
- M: 119.15 g mol⁻¹
- Calculated total energy: -414.96808 Ha

Element x y z (Å)
1 C 0.29094 -1.95212 0.66746
2 C 0.03717 -1.80819 -0.65376
3 N -0.83325 -2.61656 -1.38267
4 N 1.12594 -0.93146 1.33556
5 H -0.12301 -2.72500 1.30541
6 H 0.52179 -0.99121 -1.17661
7 H -0.52760 -2.81542 -2.32220
8 H -1.09710 -3.44590 -0.86427
9 H 1.11135 -1.05394 2.32979
10 H 0.77491 0.00979 1.16886
11 H 2.09059 -0.98291 0.99771
12 N 0.31559 3.27663 -0.50597
13 C -0.17442 2.20618 0.18760
14 N -1.43577 1.80841 -0.21191
15 O 0.47818 1.62266 1.08088
16 H -0.37204 3.92017 -0.88854
17 H 1.08936 3.73583 -0.04581
18 H -1.55724 1.75747 -1.23435
19 H -1.71539 0.98557 0.21281

Cartesian forces (eV/Å) of the 2 atoms listed first:
C -0.5 0.2 -1.0
C -0.2 -0.7 0.9



# 3
Here is a structure of composition C16H28Cl2IrN2O3Si2 from OMol25. Energies are from ωB97M-V with the def2-TZVPD basis set.

Calculated values
- Net charge: +1
- Frontier orbital gap (alpha / beta): 5.6 / 5.6 eV
- Spin multiplicity: 1
- M: 615.71 g mol⁻¹
- Calculated total energy: -2564.70182 Ha

Element x y z (Å)
1 Ir 0.69886 0.29499 0.35523
2 C -2.19888 -0.21873 1.81417
3 Si -1.86375 -1.50996 0.48672
4 C -3.46607 -2.11389 -0.25999
5 C -0.90978 -2.94577 1.20995
6 C -0.78843 -0.63640 -0.81264
7 C -1.32409 0.68000 -1.22859
8 C -2.40086 1.08444 -2.00146
9 C -2.60852 2.44161 -2.15918
10 C -1.75540 3.35618 -1.55243
11 C -0.69968 2.89425 -0.79597
12 N -0.50301 1.57397 -0.65998
13 Si 0.01008 -1.65164 -2.22011
14 C 1.35183 -2.74620 -1.50766
15 C -1.27807 -2.66811 -3.11017
16 C 0.77802 -0.38815 -3.36796
17 H -2.58469 -0.67749 2.72767
18 H -2.92652 0.52308 1.47492
19 H -1.29255 0.32832 2.09551
20 H -4.02804 -2.70271 0.46902
21 H -3.28736 -2.75069 -1.12628
22 H -4.10560 -1.28508 -0.57140
23 H -1.43016 -3.31773 2.09576
24 H 0.09959 -2.67313 1.51648
25 H -0.83284 -3.77573 0.50521
26 H -3.04967 0.35053 -2.45934
27 H -3.43916 2.79581 -2.75538
28 H -1.90554 4.41960 -1.66461
29 H -0.01122 3.55528 -0.30656
30 H 0.95806 -3.67415 -1.09129
31 H 1.90668 -2.23570 -0.71743
32 H 2.06903 -3.01042 -2.28774
33 H -1.61709 -3.50749 -2.50080
34 H -0.85633 -3.08129 -4.02938
35 H -2.15170 -2.07470 -3.38739
36 H 1.42471 0.29261 -2.80920
37 H 0.02050 0.21252 -3.87679
38 H 1.38990 -0.86800 -4.13444
39 C 1.82945 1.70590 4.56497
40 C 0.83449 1.77622 1.52886
41 N 3.26301 3.09627 2.45525
42 O 0.03846 2.62427 1.43604
43 H 2.58146 1.64186 5.34949
44 H 1.15649 0.85220 4.61223
45 H 1.29088 2.64689 4.66559
46 H 3.81972 1.51098 3.69907
47 H 3.69690 4.00285 2.43268
48 Cl 2.76212 1.73072 2.89340
49 C 3.20860 0.17490 2.44340
50 Cl 2.11873 -0.98879 1.86717
51 C 3.93592 1.70926 -0.63697
52 O 4.78854 2.45392 -0.43048
53 O 3.07035 0.95430 -0.85036
54 H 4.21263 -0.18180 2.61319

Cartesian forces (eV/Å) of the 2 atoms listed first:
Ir 2.4 -1.1 -1.0
C -0.1 0.0 0.2



# 4
Here is a structure of composition C34H35N12Ti from OMol25. Energies are from ωB97M-V with the def2-TZVPD basis set.

Calculated values
- Net charge: 0
- Frontier orbital gap (alpha / beta): 6.7 / 7.2 eV
- Spin multiplicity: 2
- M: 659.60 g mol⁻¹
- Calculated total energy: -2823.21997 Ha

Element x y z (Å)
1 Ti 0.20256 0.29911 -0.35476
2 N 0.48519 0.48437 -3.91170
3 C -0.75541 0.60799 -3.35511
4 N -1.85961 0.74593 -4.05030
5 N -2.83036 0.83100 -3.10855
6 N -2.34467 0.74552 -1.93590
7 N -0.98501 0.59085 -2.03075
8 C 1.61331 0.62348 -3.15137
9 N 2.80675 0.85243 -3.64034
10 N 3.60477 0.91024 -2.54146
11 N 2.94068 0.72378 -1.47299
12 N 1.61854 0.51942 -1.81343
13 H 0.56752 0.67148 -4.89665
14 N -1.44399 1.58046 0.53150
15 C -1.61365 2.86414 -0.12447
16 C -2.86484 3.25320 -0.57327
17 C -3.00049 4.42861 -1.29088
18 C -1.87825 5.20279 -1.55837
19 C -0.64068 4.81914 -1.07209
20 C -0.48876 3.64930 -0.32797
21 C 0.78709 3.28239 0.33076
22 C 1.57821 4.33318 0.79636
23 C 2.74415 4.10353 1.50528
24 C 3.13021 2.80098 1.76214
25 C 2.35305 1.75239 1.29101
26 C 1.17150 1.94823 0.57888
27 H -2.32753 1.08228 0.48426
28 H -1.20208 1.72277 1.50474
29 H -3.71903 2.60933 -0.39956
30 H -3.97273 4.72244 -1.66548
31 H -1.96803 6.10582 -2.14893
32 H 0.22959 5.42677 -1.28540
33 H 1.25681 5.35386 0.62835
34 H 3.33649 4.93920 1.85772
35 H 4.04141 2.59124 2.30968
36 H 2.72480 0.75846 1.45304
37 C 2.09596 -1.13012 3.08094
38 C 3.08594 -1.38109 1.97404
39 C 4.43503 -1.52918 2.27343
40 C 5.35551 -1.80256 1.27343
41 C 4.92377 -1.96524 -0.03097
42 C 3.57999 -1.83635 -0.36793
43 C 3.14927 -2.15043 -1.77461
44 C 2.68053 -1.49852 0.64060
45 N 1.26456 -1.37259 0.35780
46 C 0.60614 -2.53318 0.47760
47 C 1.25204 -3.86787 0.70589
48 C -0.80664 -2.45554 0.42993
49 C -1.62033 -3.69464 0.66432
50 N -1.30296 -1.24852 0.23712
51 C -2.72814 -1.13494 0.40304
52 C -3.21005 -0.73223 1.65289
53 C -2.29414 -0.56284 2.83915
54 C -4.58282 -0.55246 1.81268
55 C -5.45387 -0.80615 0.76740
56 C -4.96104 -1.27713 -0.43964
57 C -3.59935 -1.46190 -0.64047
58 C -3.11193 -2.06148 -1.93010
59 H 2.59494 -0.70797 3.95311
60 H 1.61605 -2.06361 3.39091
61 H 1.30566 -0.44550 2.78039
62 H 4.76212 -1.42116 3.30138
63 H 6.40715 -1.89744 1.51258
64 H 5.63614 -2.20252 -0.81379
65 H 3.77628 -1.62618 -2.49655
66 H 2.11541 -1.87808 -1.96832
67 H 3.25408 -3.22347 -1.95887
68 H 2.32907 -3.80365 0.80299
69 H 1.02228 -4.54175 -0.12460
70 H 0.85565 -4.33594 1.60997
71 H -1.37482 -4.45506 -0.08102
72 H -2.68660 -3.50090 0.62098
73 H -1.38972 -4.12343 1.64272
74 H -1.28246 -0.27776 2.55523
75 H -2.20282 -1.50634 3.38474
76 H -2.68766 0.17842 3.53592
77 H -4.96389 -0.22155 2.77239
78 H -6.51828 -0.65380 0.89779
79 H -5.64271 -1.50157 -1.25208
80 H -3.70278 -1.69564 -2.76737
81 H -3.20771 -3.15059 -1.90056
82 H -2.07032 -1.82561 -2.12848

Cartesian forces (eV/Å) of the 2 atoms listed first:
Ti -0.3 0.0 0.5
N 0.0 0.0 0.0